A structure of composition C4H13Br4FNbO2S at a distorted geometry. Source: OMol25; level of theory: ωB97M-V/def2-TZVPD.

largest force on an atom = 6.1 eV Å⁻¹
total charge = -1
LUMO energy = 1.0 eV
HOMO level = -5.81 eV

Geometry as XYZ:
```
26
C4H13Br4FNbO2S, DFT ωB97M-V/def2-TZVPD
O 0.878 -2.403 0.810
S 0.343 -0.944 0.893
O 0.931 -0.040 -0.223
F 0.867 -0.336 2.435
Nb -2.183 -0.985 0.975
H -2.066 -2.421 2.120
H -2.071 0.086 2.469
H -2.330 0.523 -0.013
H -2.290 -2.085 -0.480
H -4.005 -0.962 1.139
Br -1.244 -0.337 -4.150
C 0.243 -1.468 -3.589
C 0.060 -2.889 -4.069
Br -1.251 -3.839 -2.980
H 0.316 -1.383 -2.501
H 1.129 -1.019 -4.044
H 0.988 -3.457 -3.955
H -0.278 -2.957 -5.107
Br 2.762 4.501 1.078
C 1.894 3.990 2.748
C 1.187 2.661 2.614
Br -0.493 2.851 1.642
H 1.227 4.810 3.026
H 2.704 3.923 3.480
H 0.905 2.274 3.596
H 1.778 1.907 2.086
```

For reference, the natural (NBO) charges in units of e are: atom 1 (O): -0.8838, atom 2 (S): 1.6539, atom 3 (O): -0.9020, atom 4 (F): -0.5519, atom 5 (Nb): 1.7905, atom 6 (H): -0.4410, atom 7 (H): -0.4245, atom 8 (H): -0.4361, atom 9 (H): -0.4770, atom 10 (H): -0.3287, atom 11 (Br): -0.0275, atom 12 (C): -0.4505, atom 13 (C): -0.4498, atom 14 (Br): -0.0032, atom 15 (H): 0.2623, atom 16 (H): 0.2222, atom 17 (H): 0.2241, atom 18 (H): 0.2210, atom 19 (Br): -0.0318, atom 20 (C): -0.4389, atom 21 (C): -0.4613, atom 22 (Br): 0.0077, atom 23 (H): 0.2248, atom 24 (H): 0.2175, atom 25 (H): 0.2318, atom 26 (H): 0.2521